DFT (ωB97M-V/def2-TZVPD) results for a cluster of 2 separate species, C2H8N4O in total in a non-equilibrium geometry.

The calculation puts the orbital gap (spin up / spin down) at 9.1 / 8.7 eV. As for the structure (SMILES): C=[NH+][O-].N=C(N)N. The total charge is 0.

Geometry as XYZ:
```
15
C2H8N4O, DFT ωB97M-V/def2-TZVPD
C -3.17609 -0.70188 0.14781
N -1.82595 0.18754 0.13954
O -1.86053 1.40691 0.02138
H -3.93887 0.06874 0.45668
H -3.11574 -1.77486 0.27955
H -0.87408 -0.17690 -0.12223
N 0.60177 -0.87962 -0.24151
C 1.43151 0.05605 -0.20319
N 2.76735 -0.22455 0.01944
N 1.04270 1.30929 -0.02454
H 0.93402 -1.80997 -0.56621
H 3.28530 0.36566 -0.56606
H 3.06959 -1.19451 -0.06520
H 1.63088 1.87993 0.58412
H 0.02814 1.48817 0.14041
```

---

DFT (ωB97M-V/def2-TZVPD) results for the molecule C2H8N4O in a non-equilibrium geometry.

The calculation puts the orbital gap at 8.4 eV. As for the structure (SMILES): C=C(N)N(O)NN. The total charge is 0.

Geometry as XYZ:
```
15
C2H8N4O, DFT ωB97M-V/def2-TZVPD
C 1.13089 1.56889 -0.46493
C 0.98845 0.46435 0.27283
N 2.02920 -0.25510 0.83636
N -0.29500 -0.12628 0.49681
O -0.25472 -1.48361 0.76631
N -1.18556 0.08719 -0.50234
N -2.48582 0.00121 -0.02229
H 2.11076 1.97845 -0.64722
H 0.30744 1.98190 -1.01640
H 2.93950 0.16742 0.75739
H 1.78294 -1.04968 1.40680
H -0.26435 -1.83442 -0.32349
H -0.93063 -0.97301 -1.15022
H -2.75524 -0.92757 0.29160
H -3.11787 0.40026 -0.70122
```